No. 1
{"formula": "C6H17NO3", "method": "ωB97M-V with the def2-TZVPD basis set", "symbols": ["O", "O", "O", "N", "C", "C", "C", "C", "C", "C", "H", "H", "H", "H", "H", "H", "H", "H", "H", "H", "H", "H", "H", "H", "H", "H", "H"], "coordinates": [[0.4669, 1.3886, 3.2372], [2.9307, 1.2268, 0.9783], [-0.7567, -2.5581, 1.0740], [0.7449, 0.0597, -1.0133], [0.1936, -1.9648, 0.1667], [-1.2710, 0.0517, 0.3719], [-0.3792, -0.7680, -0.5669], [1.3712, -0.4266, -2.2598], [-1.7087, 1.3745, -0.1975], [-2.9242, 1.7715, -0.5353], [3.3222, 0.3907, 0.7081], [0.8415, -0.0969, -3.1457], [-3.1225, 2.8318, -0.6728], [0.4552, 1.0126, -1.1858], [-0.9626, 2.1367, -0.0306], [-0.7043, 0.2167, 1.2825], [0.5358, 0.5109, 2.8186], [-3.7986, 1.1352, -0.5986], [-1.0593, -3.4010, 0.7270], [0.5994, -2.7624, -0.4709], [1.0432, -1.6753, 0.7903], [2.0484, 1.1846, 0.5864], [1.3877, 1.6892, 3.1552], [-1.0032, -1.0897, -1.4089], [2.4325, -0.1798, -2.2324], [1.4438, -1.5061, -2.2110], [-2.1266, -0.5521, 0.6333]], "forces_ev_per_angstrom": [[0.67, -0.54, -0.45], [-0.08, 0.03, 0.16], [0.07, 0.07, -0.30], [0.27, -0.14, -0.50], [0.04, -1.20, 0.81], [-0.14, -0.36, -0.75], [0.02, 0.64, -0.01], [0.54, -0.29, 1.31], [0.20, -0.02, 1.20], [-0.24, 0.31, 0.01], [0.04, 0.01, 0.01], [0.13, -0.03, -0.33], [0.11, -0.16, -0.29], [-0.27, -0.03, 0.07], [0.15, 0.42, -0.36], [-0.07, 0.27, 0.19], [-0.23, 0.41, 0.38], [0.15, -0.26, 0.04], [0.02, 0.08, -0.05], [-0.20, 0.34, -0.27], [-0.07, 0.45, -0.04], [0.00, -0.14, -0.16], [-0.31, 0.12, 0.08], [0.01, -0.12, -0.15], [-0.07, 0.67, -0.48], [-0.51, -0.36, -0.23], [-0.24, -0.18, 0.10]], "lowdin_charge": [-0.0705, -0.0684, -0.0696, -0.0929, -0.2100, -0.1504, -0.3576, -0.0913, -0.1826, 0.0131, 0.0307, 0.0813, 0.0555, 0.0874, 0.0952, 0.0919, 0.0207, 0.0588, 0.0844, 0.1179, 0.1181, -0.0006, 0.0325, 0.1484, 0.0764, 0.0670, 0.1145], "de_lowest_kcal_mol": 60.8, "total_charge": 0, "e_lumo_ha": 0.023, "homo_energy_ev": -9.5, "orbital_gap_ev": 10.16, "max_force_ev_per_a": 1.45, "energy_ev": -14128.966}

***

No. 2
{"formula": "C6H12O4", "method": "ωB97M-V with the def2-TZVPD basis set", "symbols": ["O", "O", "O", "O", "C", "C", "C", "C", "C", "C", "H", "H", "H", "H", "H", "H", "H", "H", "H", "H", "H", "H"], "coordinates": [[0.9672, -1.6790, -0.4598], [2.8537, -0.0771, 1.1945], [-1.4060, -1.4865, 0.9909], [-1.8353, -0.8469, -1.1954], [-2.6715, 0.4725, 0.5688], [-1.5158, -0.4073, 0.1081], [0.1014, 1.4791, 0.6591], [-0.1622, 0.3213, 0.0720], [1.6960, 0.2654, -1.6454], [0.8739, -0.4777, -0.6358], [2.3958, -0.3952, 1.9753], [2.3191, 0.9945, -1.1294], [-3.5832, -0.1101, 0.4801], [2.3258, -0.4300, -2.1982], [-0.6490, 2.0359, 1.1904], [-2.5303, 0.7525, 1.6068], [1.0345, 0.7930, -2.3198], [1.0981, 1.8849, 0.6629], [-1.2810, -1.6033, -1.4226], [-2.7422, 1.3501, -0.0643], [3.3358, -0.8304, 0.8297], [-0.6245, -2.0060, 0.7321]], "forces_ev_per_angstrom": [[-0.10, -0.14, -0.13], [0.38, 0.17, -0.13], [-0.10, -0.36, 0.20], [-0.17, 0.02, -0.30], [0.37, -0.43, -0.17], [0.09, 0.47, 0.23], [0.07, -0.18, -0.17], [-0.58, -0.25, 0.27], [0.35, -0.40, 0.10], [0.27, 0.36, -0.24], [-0.03, -0.18, 0.07], [-0.02, 0.07, -0.01], [-0.08, -0.04, 0.00], [0.01, 0.02, 0.02], [-0.22, 0.07, 0.11], [0.01, 0.10, 0.09], [-0.15, 0.16, -0.18], [0.20, 0.10, -0.07], [0.00, 0.04, 0.09], [-0.04, 0.13, -0.03], [-0.18, 0.05, 0.21], [-0.07, 0.22, 0.05]], "lowdin_charge": [0.0652, -0.0402, 0.0368, 0.0301, 0.0044, -0.6061, 0.1133, -0.1607, 0.0030, -0.4309, 0.0557, 0.0833, 0.0929, 0.0912, 0.0700, 0.0879, 0.0949, 0.0689, 0.0991, 0.0934, 0.0594, 0.0885], "de_lowest_kcal_mol": 24.8, "total_charge": 0, "e_lumo_ha": 0.020, "homo_energy_ev": -9.9, "orbital_gap_ev": 10.40, "max_force_ev_per_a": 0.69, "energy_ev": -14606.137}